Record 1
C8H7ClN2 | the ωB97M-V functional and the def2-TZVPD basis

Calculated values
Total energy in a.u.: -878.65805
SMILES string: N[C@@]1(Cl)C=CC=C2N=CC=C21
Relative energy (zero: lowest compared OMol25 entry of this formula, charge and spin) in kJ/mol: 108.5

Last column: Löwdin charge in e.
Atoms and positions in Å:
1 C -0.805169 1.379932 -1.583392  -0.05
2 C -1.729088 0.707979 -0.702127  0.02
3 C 0.012288 -1.381841 1.558422  -0.02
4 C 0.537779 1.064441 -1.523152  -0.16
5 C -1.317737 -1.216897 2.117465  -0.16
6 C -0.041252 -0.591691 0.466190  -0.14
7 C -1.422617 -0.190660 0.246831  -0.27
8 C 1.051397 0.122323 -0.516105  -0.61
9 N -2.120327 -0.540931 1.386670  0.08
10 N 2.121402 -0.722452 -0.725659  0.05
11 Cl 1.692015 1.737010 0.526242  0.46
12 H -1.225216 2.133234 -2.215056  0.10
13 H -2.716304 1.059993 -0.796482  0.10
14 H 0.870740 -1.799497 2.068161  0.10
15 H 1.390415 1.305421 -2.125655  0.10
16 H -1.662284 -1.700146 3.105816  0.14
17 H 2.777876 -0.278535 -1.440801  0.13
18 H 2.586082 -1.087683 0.152633  0.13

Atomic forces in eV per Å
2.4 -1.4 0.2
0.1 0.4 0.0
0.6 1.0 0.1
-1.8 -1.1 -0.5
-0.5 -1.8 2.1
2.0 1.5 -2.8
1.9 1.0 0.9
-1.8 -1.9 4.0
-2.2 -0.3 -0.3
1.5 0.9 -1.3
0.1 -0.3 0.5
0.2 0.2 -0.5
-1.3 0.2 0.2
-0.1 0.0 -0.1
-0.3 1.1 -0.8
0.6 1.0 -1.6
-0.7 -1.2 1.7
-0.8 0.8 -1.7

Record 2
C5H24NO7S | the ωB97M-V functional and the def2-TZVPD basis

Calculated values
Total energy in a.u.: -1184.55771
Relative energy (zero: lowest compared OMol25 entry of this formula, charge and spin) in kJ/mol: 72.7
Net charge: -1

Last column: Löwdin charge in e.
Atoms and positions in Å:
1 C 0.608464 -2.337106 0.643585  -0.29
2 N -0.000296 -1.147928 0.122830  -0.04
3 C -0.455916 -0.082070 1.018994  -0.41
4 C -0.896850 1.089632 0.164469  -0.66
5 S -1.317801 2.634702 1.071056  0.31
6 C -1.621824 -0.547571 1.885535  -0.21
7 O -1.745222 0.249129 3.089473  -0.17
8 C 1.992028 -2.642782 0.004731  -0.09
9 H -0.057988 -3.195678 0.475144  0.10
10 H 0.719452 -2.294822 1.731450  0.11
11 H -0.559938 -1.256049 -0.709187  0.09
12 H 0.382707 0.160171 1.669016  0.13
13 H -0.125834 1.343104 -0.558201  0.03
14 H -1.785424 0.800875 -0.394737  0.03
15 H -1.521330 1.174613 2.844830  -0.02
16 H -1.449939 -1.560648 2.258982  0.11
17 H -2.622812 -0.521185 1.450173  0.12
18 H 2.394989 -1.699787 -0.360782  0.06
19 H 2.706577 -3.171800 0.627741  0.06
20 H 1.697651 -3.221038 -0.877766  0.04
21 H 1.373059 2.764866 2.324210  0.00
22 H 1.458220 2.902919 0.884534  -0.03
23 O 2.022795 2.624374 1.621224  -0.12
24 H -3.104259 -0.728402 -2.685103  0.04
25 H -1.945369 0.136940 -2.176242  -0.01
26 O -2.170266 -0.766827 -2.463338  -0.07
27 H 1.202076 3.963841 -1.780384  0.03
28 H -0.016278 3.319089 -2.454346  0.00
29 O 0.800442 3.818706 -2.643350  -0.09
30 H 0.074243 1.315496 -2.994519  0.07
31 H -1.289464 1.551529 -3.673482  0.07
32 O -0.810611 1.671047 -2.847834  -0.06
33 H 1.372996 -2.724297 -3.175405  0.02
34 H 1.933036 -1.318162 -3.159324  0.03
35 O 1.533214 -1.968880 -3.751137  -0.07
36 H 0.608739 -0.666422 4.756752  0.02
37 H -0.116208 0.159550 3.772108  -0.01
38 O 0.732940 0.170873 4.288303  -0.10

Atomic forces in eV per Å
0.1 -0.5 0.5
0.4 0.5 -0.2
-0.6 -0.7 -0.8
0.2 0.9 0.3
0.2 -0.1 0.2
-0.3 0.4 1.6
0.6 -0.2 0.1
-1.3 0.3 -0.7
0.2 -0.1 0.0
-0.1 0.4 0.0
-0.2 -0.2 0.2
0.0 0.3 0.1
0.2 -0.3 0.0
-0.1 -0.2 0.0
-0.5 0.2 -0.4
0.0 -0.1 -0.2
0.2 -0.1 -0.8
0.2 0.0 0.2
-0.1 -0.1 0.0
0.8 -0.2 -0.1
0.1 -0.3 0.2
0.0 -0.2 -0.1
-0.2 0.3 -0.1
-0.1 -0.1 0.1
0.1 -0.3 -0.1
-0.1 0.1 0.0
-0.1 0.1 0.0
0.3 0.3 0.0
0.0 -0.1 0.1
-0.1 0.0 -0.1
0.2 0.0 -0.1
-0.3 -0.1 -0.1
-0.1 0.1 0.0
-0.1 -0.1 -0.1
0.2 0.1 0.1
0.4 0.2 0.2
0.4 0.5 0.3
-0.7 -0.7 -0.1

Record 3
C3H37O16 | the ωB97M-V functional and the def2-TZVPD basis

Calculated values
Total energy in a.u.: -1340.39612
Relative energy (zero: lowest compared OMol25 entry of this formula, charge and spin) in kJ/mol: 207.9
Net charge: -1

Last column: Löwdin charge in e.
Atoms and positions in Å:
1 C 1.024946 1.260393 1.270786  -0.04
2 C 0.443946 0.981393 -0.078214  -0.49
3 C 1.169946 -0.102607 -0.797214  -0.04
4 O -0.859054 0.476393 0.209786  -0.39
5 H 0.400946 1.964393 1.906786  0.10
6 H 1.967946 1.695393 1.268786  0.06
7 H 1.054946 0.415393 1.938786  0.05
8 H 0.258946 1.908393 -0.605214  0.12
9 H 2.227946 0.060393 -0.873214  0.09
10 H 0.786946 -0.308607 -1.781214  0.08
11 H 1.028946 -0.953607 -0.196214  0.04
12 O 2.938946 -1.490607 -3.356214  -0.07
13 H 3.149946 -1.755607 -2.460214  -0.04
14 H 2.077946 -1.864607 -3.513214  0.01
15 O -2.188054 3.908393 -2.200214  -0.12
16 H -1.381054 3.512393 -2.595214  -0.03
17 H -2.164054 3.498393 -1.324214  -0.06
18 O 0.748946 -3.548607 -1.269214  -0.08
19 H 1.507946 -3.164607 -0.838214  -0.04
20 H 0.033946 -2.923607 -1.106214  -0.04
21 O -0.470054 -0.869607 -4.391214  -0.05
22 H -0.990054 -0.123607 -4.656214  0.01
23 H -0.768054 -1.111607 -3.512214  0.02
24 O 2.544946 -1.855607 1.704786  -0.03
25 H 2.180946 -1.909607 2.577786  -0.03
26 H 2.516946 -0.930607 1.557786  0.00
27 O 1.232946 -1.762607 3.941786  -0.08
28 H 0.547946 -1.810607 3.276786  -0.04
29 H 0.956946 -0.951607 4.388786  0.00
30 O -0.052054 2.660393 -3.196214  -0.03
31 H 0.440946 2.790393 -4.003214  0.08
32 H 0.640946 2.759393 -2.542214  0.07
33 O -0.580054 -1.656607 2.093786  -0.04
34 H -0.356054 -0.941607 1.445786  0.03
35 H -1.364054 -1.495607 2.624786  0.07
36 O 3.182946 -2.663607 -1.041214  -0.07
37 H 3.279946 -3.603607 -0.868214  0.08
38 H 3.198946 -2.257607 -0.145214  0.05
39 O 0.062946 0.474393 4.771786  -0.03
40 H -0.265054 0.768393 5.619786  0.06
41 H -0.627054 0.511393 4.132786  -0.03
42 O -2.047054 2.770393 0.054786  -0.03
43 H -1.651054 1.922393 0.298786  -0.02
44 H -2.118054 3.258393 0.857786  0.05
45 O -3.463054 0.086393 0.311786  -0.07
46 H -2.501054 0.245393 0.239786  -0.04
47 H -3.860054 0.914393 0.023786  0.03
48 O -1.306054 -1.967607 -0.770214  -0.03
49 H -1.003054 -1.200607 -0.278214  -0.02
50 H -1.917054 -2.475607 -0.266214  0.05
51 O -1.958054 1.113393 3.111786  -0.01
52 H -1.738054 2.023393 3.052786  0.04
53 H -1.621054 0.786393 2.296786  -0.01
54 O -1.822054 0.848393 -2.227214  -0.04
55 H -1.387054 0.736393 -1.391214  -0.05
56 H -1.153054 1.349393 -2.696214  -0.02

Atomic forces in eV per Å
-1.4 1.2 1.6
-1.8 -0.5 1.3
0.5 0.9 -0.6
0.5 -0.1 0.7
0.4 -0.4 -1.1
2.1 0.8 -0.2
0.1 -0.8 -0.1
0.6 0.5 -0.5
0.7 0.3 -0.2
-0.2 0.0 -0.4
0.0 -1.4 0.6
0.5 0.7 -0.8
0.0 -0.3 0.2
-0.6 -0.2 -0.1
0.7 0.5 -0.8
-1.1 0.6 0.1
-0.4 0.0 0.0
-0.1 -1.0 -0.4
0.1 0.2 -0.1
-0.6 0.2 0.1
0.9 -0.8 -0.3
-0.5 0.5 0.1
-0.4 0.2 0.3
1.0 -1.0 -1.7
-0.4 -0.4 1.7
0.1 1.4 -0.4
0.9 -0.3 1.0
-0.8 -0.5 -0.8
0.3 0.2 0.4
1.0 0.1 -0.3
0.0 0.0 -0.7
0.1 -0.1 0.6
0.5 -0.4 -0.2
-1.2 -0.1 0.6
-0.2 0.5 -0.5
0.9 0.4 1.5
0.2 -0.2 -0.2
0.0 -0.4 -0.3
1.8 0.0 1.2
-0.3 0.0 0.0
-1.6 0.4 -0.8
-0.4 0.5 0.3
0.5 -1.2 -0.1
-0.2 0.7 0.8
-0.2 -0.1 0.4
-0.5 -0.2 -0.2
0.1 -0.1 -0.1
0.5 -0.5 -1.6
-0.5 0.8 0.3
-0.7 -0.3 0.8
-0.6 -0.6 1.3
0.2 1.4 0.2
0.3 -0.8 -1.9
-0.4 0.0 -1.4
0.0 -0.7 1.3
-0.2 0.1 -0.5

Record 4
C9H20BDyNO5SSi | the ωB97M-V functional and the def2-TZVPD basis

Calculated values
Total energy in a.u.: -2382.42322
Spin multiplicity: 6
Net charge: +3

Last column: Löwdin charge in e.
Atoms and positions in Å:
1 C -0.875151 -3.993010 -0.126907  -0.08
2 C -1.780038 -2.822461 0.275674  -0.29
3 C -1.189695 -1.490971 -0.224657  -0.21
4 Si -2.309028 -0.017037 -0.001156  0.62
5 C -1.559947 1.073958 1.354260  -0.20
6 O -0.500247 1.835584 0.744140  -0.17
7 C 0.639035 2.002129 1.545298  -0.18
8 C 1.845024 1.177346 1.068108  -0.09
9 O 3.038192 1.988411 1.227436  -0.11
10 C 3.877771 2.061194 0.170388  -0.36
11 C 5.176981 1.188947 0.354671  -0.05
12 N -3.959160 -0.515828 0.713066  0.18
13 C -4.730715 -1.120550 0.030925  -0.62
14 S -5.747971 -2.056480 -0.788624  1.11
15 O -2.483336 0.964478 -1.306699  0.08
16 B -2.623669 0.364363 -2.544864  -0.89
17 O -2.379205 1.091361 -3.658268  0.23
18 O -3.057346 -0.934274 -2.663201  0.16
19 H -1.175015 -4.312237 -1.115234  0.08
20 H 0.167972 -3.716975 -0.132680  0.08
21 H -1.062083 -4.839111 0.511937  0.08
22 H -2.750552 -3.025526 -0.160911  0.08
23 H -1.815231 -2.800558 1.356533  0.11
24 H -0.304483 -1.323596 0.378164  0.08
25 H -0.844919 -1.634863 -1.241061  0.09
26 H -2.309432 1.771962 1.709906  0.10
27 H -1.200407 0.452565 2.166415  0.10
28 H 0.433352 1.840257 2.593769  0.13
29 H 0.944928 3.040265 1.459559  0.13
30 H 1.913039 0.285200 1.674907  0.14
31 H 1.669945 0.860185 0.046111  0.13
32 H 4.221931 3.149077 0.148159  -0.10
33 H 3.422934 1.888559 -0.799531  0.16
34 H 6.079765 1.693722 -0.073576  0.04
35 H 5.361051 0.984498 1.401722  0.11
36 H 5.086116 0.265983 -0.193628  0.12
37 H -2.570171 2.010259 -3.444968  0.13
38 H -2.480394 -1.450622 -3.230346  0.13
39 Dy 5.688822 3.891137 0.545799  1.94

Atomic forces in eV per Å
-0.8 0.2 -0.2
1.0 -0.3 -0.2
-0.9 -0.5 0.1
1.8 1.1 0.6
-0.6 0.2 -0.9
0.2 -0.8 0.1
0.3 0.7 -0.3
-1.2 0.0 0.5
-0.1 -0.2 0.2
0.8 -0.9 0.2
-0.3 1.4 -0.3
-0.3 -0.6 -1.5
0.1 0.0 0.7
0.0 0.3 0.2
-0.7 -0.9 0.7
-0.2 0.5 -1.1
-0.3 0.1 0.2
0.5 -0.3 1.1
0.3 -0.1 -0.5
0.4 -0.1 0.1
0.2 -0.3 0.3
-0.4 0.1 0.2
-0.5 0.1 0.3
0.3 0.3 0.2
-0.1 0.2 -0.4
-0.1 0.1 0.4
0.0 -0.1 0.3
-0.1 -0.2 0.3
0.0 0.4 0.0
0.6 -0.2 0.2
0.3 0.3 -0.4
-3.9 -1.9 -1.3
-0.1 0.1 -0.3
-0.1 -0.7 -0.2
0.0 -0.1 0.4
0.0 -0.3 -0.2
0.5 0.4 -0.4
-0.3 -0.2 -0.5
4.0 2.4 1.4

no.,largest force on an atom (Eh/bohr)
1,0.092
2,0.032
3,0.048
4,0.095